A cluster of 13 separate species, C18H47IN13O25 in total in a non-equilibrium geometry. Source: OMol25; level of theory: ωB97M-V with the def2-TZVPD basis set.

Last column: Löwdin charge in e.
CARTESIAN COORDINATES (ANGSTROEM)
H -2.1569 4.8417 2.1950  0.08
C 3.6248 -2.2863 1.6940  -0.84
O -4.2478 5.5659 3.5013  0.06
O -13.2939 9.5510 1.7462  0.06
C 2.6242 2.8656 4.8408  0.06
H -7.1228 5.7262 3.9559  0.10
H -1.7554 -2.2660 4.0192  0.10
N 3.3760 -3.6960 -0.3646  -0.07
H -0.2081 -5.5261 1.4485  0.07
H 3.4317 3.5909 4.8292  0.11
C -2.4894 -3.0583 4.1290  0.06
H -2.6722 -3.2950 5.1698  0.10
N -3.1759 6.1330 3.4590  -0.43
O -9.3540 6.9188 3.4083  0.05
H 2.3854 -1.8369 -0.8582  0.05
O -3.2409 -4.6561 -1.2813  0.09
H -10.9737 8.5162 2.2443  0.08
H 6.3987 5.5123 -4.3051  0.10
H 6.3388 -2.6348 -1.4959  0.13
O -2.2994 -6.5818 -1.4848  0.04
H -2.7545 8.0482 0.8968  0.09
C 4.2414 -2.1718 -2.0455  -0.13
O 0.9490 -5.2577 -0.8686  0.03
N -12.2172 10.1032 1.6827  -0.46
N -2.4891 -5.4279 -1.8265  -0.44
H 2.0395 2.9339 5.7498  0.10
O 0.1368 1.6389 -1.8655  0.09
O 1.9716 -6.9579 -0.0799  0.08
H 2.8719 -4.5540 -0.6173  0.12
C 4.7367 -6.6698 -5.2591  0.06
H -10.1529 9.8695 1.4034  0.09
O -12.0331 11.2961 1.8051  0.06
H 4.5714 -7.7284 -1.7858  0.10
O 2.0292 0.6248 -1.7965  -0.01
H 4.2585 -1.1057 -2.2565  0.12
N 1.3346 1.6245 -1.7114  -0.44
O -4.7999 6.0513 -0.0130  0.09
H -4.2033 8.3713 -0.1095  0.10
H 5.7354 -6.2557 -5.3219  0.10
H 4.8442 -4.5674 -1.5285  0.12
O 4.4395 -4.7903 -3.9039  0.03
C -1.7072 -4.9148 -2.9823  0.05
C 4.8337 -3.9607 -0.6188  -0.08
H 2.3046 -3.1499 -2.0844  0.13
O 4.6481 -10.7018 -2.1276  0.11
H -6.8264 7.4380 3.5568  0.10
O 2.7635 -6.0946 -4.2045  0.07
H 5.3974 -1.9210 -0.2086  0.10
H 4.7316 -7.6595 -4.8070  0.06
H -1.1166 -4.0838 -2.6097  0.09
O 2.2363 3.1452 2.5823  0.02
O -1.7799 -5.2690 4.1296  0.09
H 4.3246 -2.7902 -2.9361  0.09
H -1.1129 5.9406 3.1476  0.10
H -11.1922 8.7314 0.4878  0.10
H 4.2524 -6.6987 -6.2305  0.11
H 2.7522 3.0908 -2.1721  0.07
O 0.5749 3.4407 3.9147  0.07
H -3.4070 -2.8004 3.6092  0.11
C 5.9461 4.5783 -4.6230  0.05
O 4.7012 -2.3647 2.1986  0.04
H -2.6412 7.9477 -0.8835  0.10
H -1.0760 -5.7165 -3.3459  0.09
C -11.0321 9.2375 1.4345  0.04
H -6.4473 6.1617 2.3573  0.07
C 3.8563 -8.5454 -1.8249  0.03
H 1.8696 -3.4596 1.0877  0.12
N 4.4834 -9.6222 -2.6388  -0.43
H 0.1121 -7.2927 1.4450  0.11
O -8.6695 6.3425 1.4522  0.07
C -0.1097 -6.4214 0.8403  0.08
N -3.6332 6.3592 0.0377  -0.44
H 3.3058 -4.3614 1.6305  0.15
C 2.9350 -2.6242 -1.3680  -0.07
H -2.3997 -4.5835 -3.7496  0.10
H 5.3454 4.7314 -5.5141  0.10
N 3.9162 -5.7844 -4.3897  -0.42
O -3.0179 7.3266 3.6172  0.06
C -7.1032 6.4654 3.1622  0.04
H 5.3563 -4.4383 0.2046  0.14
O 4.1236 4.9027 -3.2467  0.06
H 2.5201 2.7730 -0.4328  0.09
N -1.9346 -4.2703 3.4679  -0.44
C 2.9580 -3.4980 1.0573  -0.12
C 5.3376 -2.5921 -1.0683  -0.14
O 4.7955 -9.3235 -3.7773  0.04
H -1.9007 4.5416 3.9360  0.09
C -1.9845 5.2983 3.1628  0.03
N -8.4874 6.5827 2.6262  -0.45
C -3.2841 7.8058 -0.0204  0.06
I 2.5761 -0.4487 1.6101  1.01
H -1.0048 -6.5708 0.2409  0.08
O 5.2196 3.0662 -3.0155  0.06
O -1.6721 -4.1805 2.2804  0.03
H 6.6884 3.8036 -4.7689  0.10
H 2.9492 -8.2336 -2.3327  0.09
H 3.6431 -8.9305 -0.8361  0.09
O -2.7075 5.5722 0.1412  0.03
C 2.0242 2.9031 -1.3907  0.06
H 1.2776 3.6864 -1.3463  0.10
N 1.7348 3.1766 3.6879  -0.45
N 5.0236 4.1437 -3.5388  -0.45
N 1.0188 -6.2084 -0.0990  -0.40
H 3.0121 1.8630 4.6869  0.09

Its total charge is +1. The lowest unoccupied orbital energy is -3.169 eV. The orbital gap is 8.344 eV. As for the calculated total energy: -98048.391 eV.

A structure of composition C16H12CrN2O6 in a non-equilibrium geometry. Source: OMol25; level of theory: ωB97M-V with the def2-TZVPD basis set.

Last column: Löwdin charge in e.
CARTESIAN COORDINATES (ANGSTROEM)
H 3.2688 2.2460 -1.1081  0.13
H 1.9051 3.3622 -1.3514  0.13
C 0.4852 1.1234 1.2432  -0.15
N 1.3783 1.3466 -1.0347  0.02
O 0.6301 -4.1518 -0.4735  0.21
H 1.7503 0.4861 -4.2502  0.11
C 0.3833 2.4723 1.5905  -0.01
C -1.9873 -2.8117 1.5636  -0.08
C -2.0537 -2.4371 -2.1922  -0.10
C 1.2790 0.6883 -2.2077  -0.21
C -0.0134 -0.3816 -0.6994  -0.26
H 0.5531 -0.9057 1.9463  0.12
C -0.4498 -3.7302 -0.4215  -0.06
C 0.2517 2.8393 2.9308  -0.01
H 2.2743 2.7562 0.2767  0.10
H 0.2032 -1.1231 -2.7957  0.13
O -1.8140 -2.7009 2.7039  0.20
H 0.0589 2.1269 4.9620  0.13
H 0.1883 -0.2921 4.3224  0.13
C 0.4575 -0.3924 -2.0483  0.12
C 2.2477 2.4873 -0.7803  0.06
O -3.8832 -5.2171 -0.7163  0.24
C -3.2079 -4.2819 -0.5388  -0.05
C -3.4907 -1.4840 -0.1964  -0.07
O -4.2537 -0.6138 -0.1656  0.21
C 0.4483 0.1348 2.2330  0.02
H 3.0779 1.1356 -3.2955  0.11
C 0.2668 0.4903 3.5668  -0.01
C 0.1797 1.8445 3.9155  0.00
H 0.2025 3.8975 3.1985  0.13
H 1.6857 2.1591 -3.7222  0.12
Cr -2.1166 -2.7927 -0.3313  0.19
N 0.6078 0.7155 -0.1133  0.13
O -2.0755 -2.2614 -3.3422  0.19
O -0.8345 -1.1285 -0.0736  -0.05
H 0.4073 3.2427 0.8224  0.12
C 1.9893 1.1513 -3.4174  0.03

The calculation puts the energy relative to the best compared isomer or geometry (same formula, charge and spin) at 0.0 kJ/mol. Its total charge is +2. The lowest unoccupied orbital energy (alpha / beta) is -6.434 / -10.657 eV. The orbital gap (alpha / beta) is 7.184 / 4.986 eV. The multiplicity is 5. As for the calculated total energy: -60453.498 eV.

An isolated molecule of C21H14ClN3O4S in a non-equilibrium geometry. Source: OMol25; level of theory: ωB97M-V with the def2-TZVPD basis set.

Last column: Löwdin charge in e.
CARTESIAN COORDINATES (ANGSTROEM)
H -5.9688 -2.1673 1.0641  0.20
H -3.7014 2.8935 1.3814  0.16
C 2.3201 -2.5568 0.1290  0.00
C 0.2612 -1.2106 0.5311  -0.34
Cl -6.0655 2.2405 -0.7455  0.74
H -5.5942 -0.3024 2.1916  0.12
H 6.3227 -1.5007 -0.2189  0.13
C -5.9267 -0.2667 0.1826  -0.38
H 0.3659 0.8995 0.7617  0.00
C -6.7651 -2.0664 -1.1666  -0.08
C 1.5345 -1.2376 0.0660  -0.27
N -0.0980 0.2018 0.6292  0.19
O 8.5393 -1.1081 -0.6890  0.07
C -4.0178 0.4955 1.4236  -0.53
C -1.5005 0.4573 0.8491  -0.63
C 6.8216 1.8829 -0.4121  -0.12
H -6.7085 -3.1228 -1.1787  0.10
H -6.9315 0.4722 -2.8823  0.04
C -6.2644 0.5447 -1.0507  -0.59
C 5.5951 2.4051 -0.0558  0.03
H 5.4188 3.6267 0.0451  0.17
H 3.4786 1.7671 0.1934  0.13
N -1.8967 1.5426 0.8449  0.02
C 6.0613 -0.4100 -0.2199  0.18
C 4.6502 0.0557 0.0318  -0.30
C -5.4430 0.4100 1.3495  -0.27
O 9.1845 0.9910 -0.5880  0.06
O -0.6491 -2.1080 0.6971  -0.05
O 2.2409 -0.2783 0.4807  0.12
C -6.2305 -1.3916 0.1147  -0.05
H 7.7171 2.5903 -0.5410  0.16
C -6.7275 0.0889 -2.0521  -0.04
C 4.4922 1.3431 0.0038  0.00
C 7.0778 0.6496 -0.4411  -0.20
C -6.9298 -1.5476 -2.2708  0.04
C -3.3139 1.7169 1.2596  -0.11
N 8.4073 0.0663 -0.3433  -0.30
H 4.3058 -2.9187 -0.1696  -0.01
H -7.3722 -1.8575 -2.9856  0.01
C 3.5901 -2.3971 -0.0420  0.11
H -5.9957 1.4315 1.8214  0.19
S -2.8418 -0.6808 0.8884  1.10
C 3.6599 -0.6746 -0.0013  0.01
H 1.7697 -3.7057 0.1728  0.20

Its SMILES is O=C(Nc1ncc(Cc2ccccc2Cl)s1)c1ccc(-c2cccc([N+](=O)[O-])c2)o1. The lowest unoccupied orbital energy is -2.121 eV. The orbital gap is 5.674 eV. As for the calculated total energy: -57999.492 eV.